No. 1
Density functional theory data (ωB97M-V/def2-TZVPD) for 2 unconnected molecules or ions with the total composition C3H4ClF.

Geometry as XYZ:
```
9
Properties=species:S:1:pos:R:3:forces:R:3
H -1.401 -1.266 -1.170 -0.5 -0.1 -0.2
C -0.636 -0.564 -1.434 0.2 1.0 3.1
F -1.814 0.154 1.154 2.8 0.1 0.4
Cl 1.480 -0.003 3.520 -0.3 -0.1 -0.5
H 0.172 0.826 1.782 -1.2 -0.6 -0.8
H -0.293 -0.475 -2.422 0.5 -0.1 -1.1
H 0.818 0.626 -0.662 3.3 2.0 -0.7
C -0.457 0.359 0.964 -1.4 0.2 -1.5
C -0.051 0.191 -0.433 -3.2 -2.5 1.4
```
Forces are in eV/Å.

Energy above the lowest of the compared OMol25 structures with the same formula, charge and spin, kcal/mol: 81.3
Multiplicity: 1
Orbital gap (spin up / spin down), eV: 8.47 / 4.62
LUMO energy (spin up / spin down), eV: -1.95 / -3.77

natural (NBO) atomic charge list, values in e, 6 entries:
1. H 0.2075
2. C -0.2213
3. F -0.3123
4. Cl -0.3948
5. H 0.2506
6. H 0.2071



No. 2
Density functional theory data (ωB97M-V/def2-TZVPD) for a gas-phase ion, C5H11Cl2N2 (charge +1).

Geometry as XYZ:
```
20
Properties=species:S:1:pos:R:3:forces:R:3
H -0.710 -1.549 0.989 0.0 0.2 0.0
C 0.003 0.769 1.791 0.0 0.2 1.0
H -0.103 -2.544 -0.978 -0.1 0.1 0.0
C -0.570 1.477 -0.430 -0.3 0.8 -0.8
H -1.914 -0.562 0.136 0.0 0.1 0.1
C -0.400 -1.506 -1.164 -0.2 -0.4 0.0
C -0.869 -0.858 0.161 -0.4 -0.8 -0.3
Cl 2.399 1.283 -0.405 -0.1 -0.2 0.0
H -1.192 -1.505 -1.917 -0.1 0.0 0.2
H 0.265 -0.068 2.435 0.0 0.0 -0.2
H 1.414 -1.214 -2.116 0.3 -0.1 0.2
H -0.981 1.139 2.075 0.0 0.0 -0.1
Cl 2.045 -1.319 0.801 -0.1 0.3 0.0
N -0.032 0.357 0.378 0.2 0.0 0.1
C 1.312 -0.031 -0.138 -0.7 -2.0 -4.0
H -1.557 1.741 -0.060 0.0 -0.2 0.1
N 0.681 -0.684 -1.663 1.6 2.0 3.4
H 0.738 1.562 1.919 -0.1 0.0 -0.1
H 0.086 2.338 -0.338 -0.1 0.0 0.1
H -0.615 1.175 -1.476 0.0 0.0 0.2
```
Forces are in eV/Å.

Energy above the lowest of the compared OMol25 structures with the same formula, charge and spin, kcal/mol: 15.5
Multiplicity: 1
Orbital gap, eV: 11.33
SMILES string: C[N+]1(C)CCNC1(Cl)Cl
Charge: +1
LUMO energy, eV: -2.64

natural (NBO) atomic charge list, values in e, 6 entries:
1. H 0.2460
2. C -0.4228
3. H 0.2154
4. C -0.4275
5. H 0.2461
6. C -0.2736



No. 3
Density functional theory data (ωB97M-V/def2-TZVPD) for C3H6O in the gas phase.

Geometry as XYZ:
```
10
Properties=species:S:1:pos:R:3:forces:R:3
H 2.567 -0.559 -0.171 0.0 -0.1 0.1
O 0.608 -0.397 0.574 -0.4 0.1 -0.1
C -0.479 -0.866 -0.051 0.0 0.6 0.1
H -2.478 -0.406 0.750 -0.1 -0.1 -0.1
H -1.214 0.881 0.998 -0.2 -0.2 0.2
H 1.741 1.038 -0.191 0.3 -0.2 -0.3
C 1.629 -0.039 -0.350 0.4 0.1 -0.2
C -1.575 0.062 0.367 -0.2 -0.1 0.1
H -1.836 0.482 -0.620 -0.1 -0.1 0.1
H 1.255 -0.225 -1.358 0.3 0.0 0.0
```
Forces are in eV/Å.

Energy above the lowest of the compared OMol25 structures with the same formula, charge and spin, kcal/mol: 86.6
Multiplicity: 1
Orbital gap, eV: 9.01
LUMO energy, eV: 0.73

natural (NBO) atomic charge list, values in e, 6 entries:
1. H 0.1897
2. O -0.5478
3. C 0.3052
4. H 0.2417
5. H 0.2065
6. H 0.1899



No. 4
Density functional theory data (ωB97M-V/def2-TZVPD) for a molecular structure, C7H19N3.

Geometry as XYZ:
```
29
Properties=species:S:1:pos:R:3:forces:R:3
C -0.071 -1.473 2.114 0.0 -1.3 -1.2
H 1.760 -0.950 1.078 -0.4 -0.1 0.2
H 2.032 0.204 -1.136 1.1 0.5 0.7
H -1.123 -1.540 1.800 0.0 0.3 0.7
N 0.284 -0.126 0.009 -3.4 0.5 -0.3
H -0.602 0.676 -2.815 0.5 -0.7 1.1
H 2.306 0.980 1.641 0.1 -0.5 -0.4
H -1.070 -2.260 -0.998 1.7 -2.1 -0.1
H 1.422 2.359 1.931 -0.2 1.2 0.8
H 0.177 -0.653 2.780 -0.5 -0.4 0.7
H -2.763 -1.961 -1.342 1.5 0.4 0.2
N -2.406 0.456 -0.267 -2.5 3.4 1.5
H -2.070 1.383 -0.018 0.3 -0.1 0.0
H -3.437 0.456 -0.112 0.8 -0.8 -0.6
H -0.568 1.185 1.397 1.1 -0.2 0.3
C 1.639 1.680 1.157 -0.8 -0.3 -0.6
N -1.795 -1.633 -1.078 -2.3 2.7 1.0
H 0.324 1.811 -1.807 0.4 0.1 -1.2
H 2.063 2.223 0.325 0.7 0.0 0.1
H 0.198 -2.518 2.423 -0.1 1.3 0.5
C 0.710 -1.243 0.859 2.3 -0.6 -1.0
H -0.111 1.880 -0.095 0.5 0.0 0.3
C 1.017 -0.069 -1.256 -2.1 -1.4 -1.6
C 0.273 1.187 0.668 -1.8 0.5 0.5
H 1.073 0.784 -3.171 0.0 0.7 0.3
C -1.597 -0.463 -0.483 3.8 -3.1 -1.1
C 0.388 0.835 -2.314 0.0 0.3 -0.2
H 0.935 -2.093 0.164 -0.9 0.3 0.7
H 1.012 -1.121 -1.455 0.4 -0.5 -1.3
```
Forces are in eV/Å.

Energy above the lowest of the compared OMol25 structures with the same formula, charge and spin, kcal/mol: 57.2
Multiplicity: 1
Orbital gap, eV: 10.45
Charge: +2
LUMO energy, eV: -9.24

natural (NBO) atomic charge list, values in e, 6 entries:
1. C -0.6314
2. H 0.2666
3. H 0.2698
4. H 0.2042
5. N -0.1481
6. H 0.2481



What is the multiplicity in the second record? 1



Repeat the third record exactly.
Density functional theory data (ωB97M-V/def2-TZVPD) for C3H6O in the gas phase.

Geometry as XYZ:
```
10
Properties=species:S:1:pos:R:3:forces:R:3
H 2.567 -0.559 -0.171 0.0 -0.1 0.1
O 0.608 -0.397 0.574 -0.4 0.1 -0.1
C -0.479 -0.866 -0.051 0.0 0.6 0.1
H -2.478 -0.406 0.750 -0.1 -0.1 -0.1
H -1.214 0.881 0.998 -0.2 -0.2 0.2
H 1.741 1.038 -0.191 0.3 -0.2 -0.3
C 1.629 -0.039 -0.350 0.4 0.1 -0.2
C -1.575 0.062 0.367 -0.2 -0.1 0.1
H -1.836 0.482 -0.620 -0.1 -0.1 0.1
H 1.255 -0.225 -1.358 0.3 0.0 0.0
```
Forces are in eV/Å.

Energy above the lowest of the compared OMol25 structures with the same formula, charge and spin, kcal/mol: 86.6
Multiplicity: 1
Orbital gap, eV: 9.01
LUMO energy, eV: 0.73

natural (NBO) atomic charge list, values in e, 6 entries:
1. H 0.1897
2. O -0.5478
3. C 0.3052
4. H 0.2417
5. H 0.2065
6. H 0.1899